Entry 1:
5 unconnected molecules or ions with the total composition C22H39FO17 at a distorted geometry. Source: OMol25; level of theory: ωB97M-V/def2-TZVPD.

```
79
Properties=species:S:1:pos:R:3:forces:R:3
H -0.282 -8.042 -6.729 -0.2 0.1 0.1
C 0.848 0.890 0.544 1.1 -0.6 0.3
O 2.250 8.996 3.401 -0.4 0.2 0.1
H 2.892 0.217 1.387 -1.6 -0.5 -0.6
H -0.827 6.385 3.491 0.0 -0.2 0.1
C 5.641 -2.625 -1.739 1.5 2.6 2.5
H -1.728 9.581 4.669 0.2 -0.1 -0.1
H -1.085 -7.787 -8.286 0.1 0.3 0.0
H -0.325 -0.682 -0.613 0.4 1.4 0.0
O -3.293 -0.147 -1.971 1.3 -2.3 0.4
H 4.170 8.674 2.783 -0.3 -0.1 0.1
H -1.079 10.911 3.698 0.1 0.0 0.1
H 0.547 0.599 -1.651 -1.0 -0.5 1.4
H 1.535 -0.946 1.778 0.4 0.7 -1.3
F -1.595 -2.924 -0.659 0.4 -0.4 0.5
H 0.507 -3.968 -4.256 -0.2 0.0 0.0
C -1.101 -5.624 -0.569 0.0 0.2 -0.2
O -0.860 -6.144 -4.951 0.0 0.2 -0.3
C -1.057 -7.471 -7.243 -0.1 -0.4 -0.1
H -2.135 -5.808 -0.871 0.1 0.1 0.2
C -1.426 1.241 -0.866 0.1 -0.6 -0.5
O -2.142 -2.324 -1.769 -1.6 2.7 -0.4
H 1.584 -1.791 -0.694 1.2 1.1 0.2
H 3.477 10.211 2.241 0.0 0.0 0.2
O 0.202 9.311 4.056 0.3 0.0 -0.1
H -1.342 -0.022 -2.739 -1.1 1.2 0.7
H 7.696 -2.150 -1.050 -1.2 0.9 -1.0
H -0.506 -9.722 3.055 0.1 0.1 -0.3
O -2.553 5.366 4.049 -0.1 -0.4 -0.2
H -0.654 5.277 4.895 0.0 0.0 -0.2
O -0.400 -4.244 -6.108 -0.1 -0.4 -0.1
H -2.036 -7.660 -6.798 0.2 0.0 0.1
O -3.672 3.840 2.981 0.3 0.2 0.1
C -0.061 0.423 -0.686 -0.1 0.8 0.1
H -0.519 -5.387 -1.461 0.1 -0.3 0.1
O -2.118 -6.672 1.650 0.3 -0.2 -0.1
H -2.125 -9.154 2.616 0.1 0.2 0.1
O 3.656 -1.742 -0.219 1.0 -0.4 -2.5
H -0.566 10.695 5.406 0.0 0.1 -0.2
H -3.141 1.882 2.522 0.1 0.1 -0.1
O -0.530 -8.297 1.592 -0.1 0.3 -0.2
H 5.906 -3.576 -2.322 -0.9 1.4 1.4
C 1.363 9.929 3.785 0.0 -0.1 0.0
C -1.159 -7.199 1.141 0.1 0.0 -0.2
C -1.311 5.984 4.384 0.4 0.3 0.1
H -2.146 1.068 0.015 1.1 0.3 -1.3
O -1.413 3.894 2.747 -0.3 0.1 0.1
H -1.034 -8.123 3.603 -0.2 0.0 -0.1
H -1.249 -3.586 -4.326 0.1 -0.1 0.0
C -1.092 -8.843 2.784 -0.1 -0.2 0.3
C -0.842 10.187 4.480 -0.4 0.2 0.1
C -2.441 4.323 3.212 -0.1 0.1 0.1
C -2.113 0.669 -2.226 2.0 0.2 -0.3
H 3.990 9.995 3.949 -0.1 0.1 -0.1
C 3.540 9.513 3.079 0.4 0.1 -0.1
C 1.931 -0.259 0.960 0.8 -0.1 -0.6
H -1.043 -4.779 0.116 -0.1 -0.4 0.1
H -0.064 -2.509 -5.081 0.0 -0.2 -0.2
C 6.653 -1.749 -1.249 -2.2 -1.8 -0.9
H 6.395 -0.650 -1.046 0.4 -2.0 0.3
C -3.703 2.718 2.101 -0.1 -0.4 -0.3
H 2.546 -0.237 -1.179 -0.4 -1.4 1.0
C 4.121 -2.179 -1.487 -1.3 -0.3 -3.4
H -1.521 6.811 5.062 -0.2 -0.2 -0.1
C -0.689 -5.549 -5.987 0.0 0.1 -0.1
O 3.367 -2.209 -2.501 2.2 0.2 3.7
C -0.299 -3.552 -4.865 0.1 0.3 0.4
H -3.313 2.990 1.117 0.1 -0.1 0.2
C -2.979 -1.282 -1.200 -1.7 1.5 3.7
C 2.382 -1.042 -0.378 -0.9 0.9 0.4
H -1.187 2.354 -0.959 -0.5 -1.5 0.1
H 0.267 1.135 1.497 0.6 -0.1 -1.5
H -4.742 2.411 1.986 0.1 0.2 0.2
O 1.573 11.112 3.872 -0.1 -0.4 0.0
H -2.359 1.484 -2.979 -0.2 -1.1 1.2
H 1.496 1.794 0.239 -1.3 -1.2 0.4
O -0.755 -6.077 -7.220 0.0 0.3 0.3
O -0.535 -6.792 0.025 -0.1 -0.3 0.4
O -3.390 -1.342 -0.036 1.5 -0.4 -4.1
```
Forces are in eV/Å.

Values from the calculation:
LUMO level: 0.2275 eV
molecular weight: 594.54 g mol⁻¹
gap between HOMO and LUMO: 9.9 eV
charge: 0
structure (SMILES): C=CC(=O)OCCCCCCOC(=O)OF.COC(=O)OC.COC(=O)OC.COC(=O)OC.COC(=O)OC

Löwdin atomic charge list, values in e, 8 entries: atom 1 (H): 0.098, atom 2 (C): -0.177, atom 3 (O): -0.002, atom 4 (H): 0.118, atom 5 (H): 0.099, atom 6 (C): -0.047, atom 7 (H): 0.088, atom 8 (H): 0.093


Entry 2:
11 unconnected molecules or ions with the total composition BH24O10 at a distorted geometry. Source: OMol25; level of theory: ωB97M-V/def2-TZVPD.

```
35
Properties=species:S:1:pos:R:3:forces:R:3
H 49.393 16.794 3.492 2.5 2.2 1.2
H 44.315 15.361 2.827 -0.2 0.6 0.3
H 47.801 19.744 4.925 -0.5 1.3 -0.5
H 47.451 15.993 4.338 0.4 -4.3 -3.5
H 48.818 14.086 6.921 -2.6 1.3 1.3
H 43.295 17.510 3.031 -0.4 -0.1 -0.4
O 44.817 14.563 2.947 -4.7 -2.2 -1.1
H 47.476 20.969 3.962 0.2 -0.3 -0.2
H 48.355 16.877 5.554 -0.2 0.5 0.3
H 47.565 15.057 6.916 -0.8 1.9 -1.7
H 45.795 19.609 5.218 2.4 -0.3 -0.9
H 48.649 16.704 1.032 -2.2 0.1 0.4
O 47.718 16.625 1.431 3.5 -1.1 1.2
H 44.556 20.306 5.089 -1.7 2.2 -1.7
H 46.086 17.791 7.474 -0.5 -1.9 -2.6
H 45.663 14.777 3.092 4.9 1.6 1.0
O 47.380 20.651 4.860 0.8 -1.1 0.5
H 47.107 17.849 4.317 -0.1 0.6 -0.4
H 44.005 17.693 4.295 -0.8 -1.1 0.2
O 46.264 18.344 8.178 0.8 4.2 1.8
O 44.972 19.698 5.623 -1.3 -2.0 2.7
H 46.328 16.603 5.756 0.7 0.2 -0.7
H 45.765 19.153 0.698 1.1 -0.4 0.4
H 50.720 17.147 5.648 -0.3 0.4 -4.1
H 48.019 16.240 2.326 -1.5 0.8 -1.5
H 50.620 16.292 3.323 4.1 -9.2 -2.7
O 50.419 17.072 3.562 -6.5 7.1 1.8
O 45.568 18.350 1.176 -4.1 1.4 -1.0
H 46.189 17.802 1.569 2.8 -0.9 0.6
O 51.020 16.898 6.470 -2.4 1.3 4.4
O 47.974 14.404 7.424 3.4 -3.1 0.4
H 50.168 17.370 6.889 2.7 -1.9 -0.3
B 47.288 16.847 4.937 -0.7 3.0 4.1
H 46.314 19.272 7.766 -0.3 -2.3 0.8
O 43.291 17.113 3.907 1.3 1.3 0.2
```
Forces are in eV/Å.

Values from the calculation:
LUMO level: 2.3982 eV
molecular weight: 194.99 g mol⁻¹
gap between HOMO and LUMO: 9.0 eV
charge: -1
energy relative to the best compared isomer or geometry (same formula, charge and spin): 360.0 kJ/mol

Löwdin atomic charge list, values in e, 8 entries: atom 1 (H): 0.081, atom 2 (H): 0.004, atom 3 (H): 0.057, atom 4 (H): -0.129, atom 5 (H): 0.092, atom 6 (H): 0.020, atom 7 (O): -0.003, atom 8 (H): 0.041


Entry 3:
A molecular structure, C50H41F3GeIrN2OP2S2. Source: OMol25; level of theory: ωB97M-V/def2-TZVPD.

```
103
Properties=species:S:1:pos:R:3:forces:R:3
H 1.706 2.328 -6.367 0.0 0.0 0.0
H 0.092 -6.921 -0.356 0.0 0.0 0.0
C -3.771 4.978 -1.355 0.0 0.0 0.0
C 5.294 1.800 1.369 0.0 0.0 0.0
H -2.779 -2.635 -1.077 0.0 0.0 0.0
C -2.429 -3.464 0.876 0.0 0.0 0.0
H -0.806 3.055 -3.004 0.0 0.0 0.0
C 0.149 2.722 -3.387 0.0 0.0 0.0
C -0.307 -6.071 -2.289 0.0 0.0 0.0
C 4.602 -3.329 0.338 0.0 0.0 0.0
C 0.328 5.141 -1.159 0.0 0.0 0.0
F -1.626 2.433 1.978 0.0 0.0 0.0
N -3.484 5.486 -0.136 -0.1 0.0 0.0
F -1.012 0.608 2.927 0.0 0.0 0.0
S 0.761 -0.540 -1.692 0.0 0.0 0.0
H -2.214 -4.551 2.721 0.0 0.0 0.0
H -3.652 -4.750 -2.007 0.0 0.0 0.0
C -3.302 1.681 -3.095 0.0 0.0 0.0
C 0.151 4.714 1.187 0.0 0.0 0.0
C 0.364 -3.640 -1.144 0.0 0.0 0.0
H -3.820 -6.754 -0.570 0.0 0.0 0.0
C 3.911 -2.036 2.250 0.0 0.0 0.0
C 4.868 -2.796 1.594 0.0 0.0 0.0
N -1.917 1.689 -1.152 0.0 0.0 0.0
H 3.253 1.795 -2.425 0.0 0.0 0.0
C 0.330 2.701 -4.762 0.0 0.0 0.0
C 1.560 2.342 -5.295 0.0 0.0 0.0
C -3.425 -5.832 -0.165 0.0 0.0 0.0
H 4.885 3.655 2.366 0.0 0.0 0.0
H 1.935 -1.195 2.151 0.0 0.0 0.0
H -0.563 -7.022 -2.738 0.0 0.0 0.0
H -3.622 -1.912 6.052 0.0 0.0 0.0
C -2.377 2.908 -0.850 0.0 0.0 0.0
C -3.289 3.578 -1.646 0.0 0.0 0.0
H -3.641 1.153 -3.974 0.0 0.0 0.0
Ir -0.692 0.402 0.086 0.0 0.0 -0.1
S -2.881 -0.345 0.871 0.0 0.0 0.0
P -1.764 -1.922 1.518 0.0 0.0 0.0
H 6.287 1.701 1.786 0.0 0.0 0.0
C 2.730 2.065 0.275 0.0 0.0 0.0
C -2.750 -2.098 5.440 0.0 0.0 0.0
C -1.680 -2.119 3.295 0.0 0.0 0.0
H -3.797 6.421 0.063 0.0 0.0 0.0
C 0.397 4.227 -0.102 0.0 0.0 0.0
C -3.022 -5.777 1.159 0.0 0.0 0.0
C -0.442 -2.766 5.247 0.0 0.0 0.0
C -0.343 -4.915 -3.053 0.0 0.0 0.0
H -0.031 7.156 -1.786 0.0 0.0 0.0
C 3.369 -3.119 -0.256 0.0 0.0 0.0
C 4.507 2.895 1.694 0.0 0.0 0.0
C 2.402 -2.364 0.409 0.0 0.0 0.0
C -0.015 -3.694 -2.481 0.0 0.0 0.0
H 5.353 -3.917 -0.173 0.0 0.0 0.0
C 2.419 2.040 -3.068 0.0 0.0 0.0
H 5.829 -2.971 2.059 0.0 0.0 0.0
H 0.543 4.825 -2.170 0.0 0.0 0.0
C -2.839 -3.522 -0.457 0.0 0.0 0.0
C 1.182 2.376 -2.513 0.0 0.0 0.0
H 3.154 -3.551 -1.226 0.0 0.0 0.0
F 0.478 1.934 2.198 0.0 0.0 0.0
H -1.983 0.101 -2.464 0.0 0.0 0.0
H 3.166 0.203 -0.712 0.0 0.0 0.0
H -0.041 -2.788 -3.072 0.0 0.0 0.0
C 2.678 -1.810 1.657 0.0 0.0 0.0
H -1.525 -2.697 7.094 0.0 0.0 0.0
H 5.411 -0.019 0.235 0.0 0.0 0.0
H -1.969 3.352 0.040 0.0 0.0 0.0
C 3.529 0.966 -0.036 0.0 0.0 0.0
C -0.281 -1.393 0.791 0.0 -0.1 0.1
H -3.103 -6.652 1.790 0.0 0.0 0.0
H 0.478 -3.102 5.707 0.0 0.0 0.0
Ge 0.992 2.395 -0.555 0.0 0.0 0.0
H 0.720 -4.768 0.660 0.0 0.0 0.0
H 0.216 4.065 2.045 0.0 0.0 0.0
H 2.652 3.902 1.399 0.0 0.0 0.0
C -3.758 2.953 -2.792 0.0 0.0 0.0
H -0.335 6.397 2.414 0.0 0.0 0.0
C 0.012 6.477 -0.945 0.0 0.0 0.0
C -0.239 6.935 0.338 0.0 0.0 0.0
C 0.409 -4.806 -0.378 0.0 0.0 0.0
C -2.382 1.085 -2.257 0.0 0.0 0.0
C -0.163 6.049 1.403 0.0 0.0 0.0
H -0.624 -4.962 -4.097 0.0 0.0 0.0
H -0.480 7.977 0.509 0.0 0.0 0.0
H 0.387 -2.717 3.266 0.0 0.0 0.0
C -1.569 -2.538 6.024 0.0 0.0 0.0
C 4.803 0.837 0.499 0.0 0.0 0.0
C -2.809 -1.887 4.072 0.0 0.0 0.0
C 0.064 -6.017 -0.950 0.0 0.0 0.0
H -0.485 2.981 -5.417 0.0 0.0 0.0
C 3.239 3.029 1.148 0.0 0.0 0.0
O -4.380 5.590 -2.207 0.0 0.0 0.0
C -3.333 -4.704 -0.975 0.0 0.0 0.0
H -3.028 4.967 0.592 0.0 0.0 0.0
H 4.128 -1.605 3.219 0.0 0.0 0.0
H -4.461 3.481 -3.422 0.0 0.0 0.0
H -3.723 -1.526 3.614 0.0 0.0 0.0
C -0.735 1.411 1.874 0.0 0.0 0.0
P 0.804 -2.084 -0.361 0.0 0.0 0.0
C 2.607 2.023 -4.443 0.0 0.0 0.0
H 3.576 1.763 -4.848 0.0 0.0 0.0
C -0.494 -2.554 3.877 0.0 0.0 0.0
C -2.521 -4.593 1.684 0.0 0.0 0.0
```
Forces are in eV/Å.

Values from the calculation:
LUMO level (spin up / spin down): -3.8221 / -3.8228 eV
molecular weight: 1133.79 g mol⁻¹
gap between HOMO and LUMO (spin up / spin down): 6.5 / 6.5 eV
charge: +1
energy relative to the best compared isomer or geometry (same formula, charge and spin): 1.1 kJ/mol

Löwdin atomic charge list, values in e, 8 entries: atom 1 (H): 0.107, atom 2 (H): 0.115, atom 3 (C): -0.489, atom 4 (C): -0.074, atom 5 (H): 0.097, atom 6 (C): -0.335, atom 7 (H): 0.079, atom 8 (C): -0.138


Question: What is the formula in the second record?
Answer: BH24O10